Density functional theory data (the ωB97M-V functional and the def2-TZVPD basis) for one molecule with the formula C5H12N2 at a distorted geometry.

```
19
Properties=species:S:1:pos:R:3:nbo_charge:R:1
C 1.664 0.610 1.093 -0.610
C 1.678 -0.604 0.126 -0.379
C 0.714 -0.559 -1.126 -0.438
C -0.618 -0.011 -0.722 0.144
C -1.654 -0.742 -0.292 -0.131
N -2.831 -0.108 0.191 -0.841
N -0.692 1.396 -0.690 -0.834
H 2.325 0.321 1.917 0.206
H 2.106 1.461 0.570 0.194
H 0.700 0.866 1.523 0.208
H 2.702 -0.909 -0.091 0.203
H 1.260 -1.426 0.720 0.192
H 0.664 -1.628 -1.366 0.216
H 1.098 -0.099 -2.027 0.207
H -1.603 -1.820 -0.330 0.184
H -2.781 0.333 1.103 0.352
H -3.557 -0.792 0.350 0.363
H -1.236 1.750 0.073 0.380
H 0.058 1.963 -1.021 0.383
```

Frontier orbital gap, eV: 8.368
Lowest unoccupied orbital energy, eV: 1.009
Electronic energy, hartree: -307.18994
Structure (SMILES): CCC/C(N)=C/N
Energy relative to the best compared isomer or geometry (same formula, charge and spin), kcal/mol: 24.73

***

Density functional theory data (the ωB97M-V functional and the def2-TZVPD basis) for one molecule with the formula C5H12N2 at a distorted geometry.

```
19
Properties=species:S:1:pos:R:3:nbo_charge:R:1
C 2.534 -0.973 -0.155 -0.602
C 1.389 -1.061 0.879 -0.394
C 0.525 0.271 0.892 -0.412
C -0.995 0.231 0.881 -0.245
N -2.562 1.511 -1.453 -0.871
C -2.138 0.183 -1.248 0.276
N -1.535 -0.466 -0.334 -0.486
H 3.084 -1.862 -0.175 0.207
H 2.088 -0.725 -1.159 0.203
H 3.232 -0.158 0.124 0.195
H 0.689 -1.914 0.567 0.210
H 1.778 -1.315 1.907 0.195
H 0.833 0.862 0.049 0.195
H 0.859 0.680 1.863 0.209
H -1.334 1.254 0.933 0.163
H -1.483 -0.278 1.815 0.199
H -2.047 2.229 -0.824 0.378
H -2.654 2.040 -2.425 0.412
H -2.262 -0.511 -2.134 0.166
```

Frontier orbital gap, eV: 10.059
Lowest unoccupied orbital energy, eV: 0.847
Electronic energy, hartree: -307.16521
Structure (SMILES): CCCC/N=C\N
Energy relative to the best compared isomer or geometry (same formula, charge and spin), kcal/mol: 40.24

***

Density functional theory data (the ωB97M-V functional and the def2-TZVPD basis) for one molecule with the formula C5H12N2 at a distorted geometry.

```
19
Properties=species:S:1:pos:R:3:nbo_charge:R:1
C -1.848 -0.669 -0.660 -0.222
C -0.315 -0.730 -1.230 -0.421
C 0.800 -0.361 -0.167 0.230
C 2.026 -0.948 -0.299 -0.587
C 1.466 1.148 1.657 -0.422
N 0.453 0.448 0.861 -0.629
N -2.307 0.676 -0.260 -0.883
H -1.826 -1.389 0.152 0.191
H -2.382 -1.176 -1.449 0.174
H -0.337 -0.058 -2.034 0.199
H -0.085 -1.791 -1.713 0.222
H 2.430 -1.363 -1.165 0.206
H 2.607 -0.673 0.507 0.184
H 1.153 1.937 2.395 0.211
H 2.026 0.409 2.268 0.186
H 2.134 1.689 0.996 0.198
H -0.493 0.658 1.091 0.420
H -2.186 1.532 -0.885 0.377
H -3.315 0.661 -0.065 0.367
```

Frontier orbital gap, eV: 8.466
Lowest unoccupied orbital energy, eV: 1.020
Electronic energy, hartree: -307.15079
Structure (SMILES): C=C(CCN)NC
Energy relative to the best compared isomer or geometry (same formula, charge and spin), kcal/mol: 49.29

***

Density functional theory data (the ωB97M-V functional and the def2-TZVPD basis) for one molecule with the formula C5H12N2 at a distorted geometry.

```
19
Properties=species:S:1:pos:R:3:nbo_charge:R:1
C -0.051 -1.131 -1.782 -0.218
C -0.702 0.238 -1.646 -0.410
C -0.069 1.183 -0.626 -0.412
N 0.611 0.595 3.092 -0.824
C 0.668 0.837 1.722 0.008
C -0.298 0.801 0.825 -0.319
N -0.380 -1.989 -0.605 -0.833
H 1.023 -1.034 -1.957 0.160
H -0.453 -1.652 -2.647 0.187
H -1.704 -0.001 -1.256 0.202
H -0.850 0.735 -2.602 0.212
H 0.997 1.265 -0.806 0.194
H -0.487 2.181 -0.738 0.207
H 1.458 0.247 3.497 0.383
H -0.277 0.301 3.462 0.381
H 1.695 0.960 1.388 0.180
H -1.342 0.597 1.035 0.198
H 0.337 -2.711 -0.561 0.346
H -0.177 -1.422 0.207 0.357
```

Frontier orbital gap, eV: 9.106
Lowest unoccupied orbital energy, eV: 1.067
Electronic energy, hartree: -307.19228
Structure (SMILES): N/C=C/CCCN
Energy relative to the best compared isomer or geometry (same formula, charge and spin), kcal/mol: 23.26

***

Density functional theory data (the ωB97M-V functional and the def2-TZVPD basis) for C5H12N2 as an isolated structure at a distorted geometry.

```
19
Properties=species:S:1:pos:R:3:nbo_charge:R:1
C -0.324 0.095 1.521 -0.185
C 0.149 1.251 -1.877 -0.662
C 1.602 -0.807 0.015 -0.659
C -0.517 0.530 -0.723 0.147
C 0.283 -0.127 0.230 -0.085
N -1.850 0.114 -1.125 -0.856
N -0.415 -0.927 2.484 -0.846
H -1.793 -0.464 -1.963 0.354
H -2.308 -0.424 -0.395 0.368
H 0.094 -1.779 2.297 0.374
H -0.350 -0.653 3.455 0.372
H -0.103 1.060 1.977 0.210
H -1.279 0.771 0.799 0.169
H -0.474 2.092 -2.192 0.231
H 0.269 0.599 -2.751 0.205
H 1.136 1.629 -1.603 0.211
H 1.481 -1.848 -0.310 0.214
H 2.212 -0.812 0.922 0.209
H 2.188 -0.301 -0.760 0.227
```

Frontier orbital gap, eV: 8.227
Lowest unoccupied orbital energy, eV: 0.837
Electronic energy, hartree: -307.08356
Energy relative to the best compared isomer or geometry (same formula, charge and spin), kcal/mol: 91.48

***

Density functional theory data (the ωB97M-V functional and the def2-TZVPD basis) for an isolated ion of composition C5H12N2 and charge +2 at a distorted geometry.

```
19
Properties=species:S:1:pos:R:3:nbo_charge:R:1
C -1.065 -0.650 0.085 0.397
C 1.298 -0.155 0.111 0.635
C -2.473 -0.337 -0.023 -0.744
C 1.728 -1.494 -0.214 -0.722
C -0.295 1.643 -0.025 -0.448
N 2.110 0.828 0.226 -0.638
N -0.073 0.224 0.083 -0.339
H -0.941 -1.725 0.141 0.266
H -2.668 0.749 -0.376 0.273
H -3.125 -1.075 -0.595 0.337
H -2.756 -0.240 1.074 0.344
H 1.666 -2.253 0.519 0.319
H 1.065 -1.944 -0.960 0.291
H 2.732 -1.392 -0.539 0.288
H 0.152 2.001 0.839 0.229
H -1.340 1.853 -0.142 0.268
H 0.158 2.125 -0.967 0.268
H 3.203 0.808 0.220 0.500
H 1.891 1.872 0.264 0.476
```

Frontier orbital gap, eV: 10.837
Lowest unoccupied orbital energy, eV: -10.415
Electronic energy, hartree: -306.50479
Net charge: +2
Structure (SMILES): C/C=[N+](\C)C(C)=[NH2+]
Energy relative to the best compared isomer or geometry (same formula, charge and spin), kcal/mol: 41.48